Entry 1:
79
Properties=species:S:1:pos:R:3:forces:R:3:mulliken_charge:R:1 method="wB97M-V/def2-TZVPD" fmax_ev_per_a=4.698 e_homo_ev=-10.21 e_above_lowest_kcal_mol=82.0 lumo_energy_ev=-0.038 energy_ev=-122492.3549
O 28.8710 -14.0251 21.6869 -1.67 -0.70 -0.02 -0.62
C 28.2691 -15.0633 21.4723 3.50 0.69 -0.04 0.50
O 26.9974 -15.2862 21.5139 -2.59 2.11 0.11 -0.32
C 26.6264 -16.6060 21.3185 -0.52 -2.68 1.19 -0.36
C 27.8181 -17.3622 20.8013 1.84 1.02 -1.53 -0.52
C 28.9868 -16.3088 21.0613 -1.09 -1.74 -0.13 -0.31
H 25.7672 -16.8038 20.6776 -0.09 0.99 -0.04 0.33
H 26.3753 -17.0262 22.2924 -0.31 0.18 0.20 0.24
H 27.6805 -17.4985 19.7286 0.21 0.02 -0.14 0.19
H 28.0184 -18.3648 21.1790 -0.20 0.31 0.47 0.36
H 29.5496 -16.0037 20.1791 0.37 -0.58 0.22 0.26
H 29.5664 -16.6950 21.8997 0.53 0.42 -0.29 0.25
O 25.9876 -8.9744 26.1937 -0.16 -1.32 1.25 -0.63
C 26.1232 -9.8881 26.9950 2.24 0.72 -3.02 0.57
O 25.3738 -10.1273 28.0042 -2.51 0.80 2.50 -0.34
C 25.8573 -11.1499 28.8906 -0.54 0.19 -0.01 -0.34
C 27.2008 -11.4962 28.3800 1.74 -0.79 0.10 -0.48
C 27.2075 -10.9647 26.9932 0.61 0.48 -1.83 -0.43
H 25.1203 -11.9486 28.8060 0.12 -0.02 0.58 0.31
H 26.0543 -10.7399 29.8812 -1.20 -0.01 0.11 0.25
H 27.4298 -12.5574 28.4775 -0.05 0.02 -0.13 0.33
H 27.9493 -10.9660 28.9689 0.08 -0.03 0.03 0.24
H 26.9837 -11.7024 26.2227 -0.42 -0.14 0.05 0.24
H 28.1407 -10.5384 26.6250 0.07 0.09 0.36 0.28
C 20.5221 -12.7103 25.4815 1.05 1.02 0.05 -0.25
C 21.3462 -12.8513 24.2063 -1.14 -0.16 -0.35 -0.40
O 22.3655 -13.7554 24.6058 0.00 -1.95 0.50 -0.27
S 21.5727 -15.0046 25.3369 -0.61 -2.02 -0.30 1.11
O 22.4088 -15.7815 26.2469 -1.19 2.56 -1.32 -0.54
O 20.8256 -15.8121 24.3726 1.21 1.91 1.21 -0.55
O 20.5032 -14.0044 26.0881 0.83 -1.20 -0.36 -0.29
H 19.5080 -12.3451 25.3192 0.15 -0.14 0.13 0.30
H 21.1319 -12.0678 26.1167 -0.55 0.22 0.44 0.26
H 21.8208 -11.9652 23.7847 -0.12 0.02 0.45 0.34
H 20.6772 -13.2927 23.4676 0.39 -0.23 -0.44 0.29
C 20.8686 -0.8959 16.4173 1.57 0.50 -0.55 -0.26
C 20.1416 -1.4991 17.5734 0.24 -0.44 0.66 -0.22
O 18.7674 -1.2447 17.3925 -0.73 1.26 -1.38 -0.36
S 18.5527 0.1820 16.4801 -0.77 -1.35 1.61 1.09
O 18.4320 1.2542 17.4640 0.61 -1.53 -2.20 -0.51
O 17.4928 -0.0506 15.5088 2.30 0.55 1.56 -0.51
O 20.0433 0.0748 15.8030 -1.95 0.97 0.04 -0.31
H 21.2034 -1.6126 15.6674 -0.52 -0.09 -0.15 0.26
H 21.7816 -0.3930 16.7359 -0.06 0.12 0.16 0.26
H 20.4839 -1.0986 18.5277 -0.11 0.14 0.03 0.28
H 20.3704 -2.5646 17.5535 -0.58 -0.11 0.24 0.29
C 27.7422 -17.1114 13.1862 1.01 0.53 1.64 -0.28
C 29.1660 -17.2175 13.8362 -1.11 -1.64 -0.18 -0.33
O 29.5057 -15.9615 14.3929 -0.50 0.95 0.34 -0.28
S 28.6872 -14.7400 13.7428 0.27 2.78 -3.20 1.07
O 29.4945 -13.9597 12.7524 -1.90 -2.75 2.81 -0.53
O 27.9700 -13.8948 14.6996 1.12 -2.73 -1.26 -0.51
O 27.6958 -15.7528 12.8193 0.59 2.04 -0.19 -0.34
H 26.8959 -17.2022 13.8670 0.31 -0.68 0.45 0.28
H 27.6329 -17.8670 12.4083 0.07 0.70 -0.55 0.30
H 29.9321 -17.5538 13.1376 -0.08 0.43 -0.25 0.31
H 29.1101 -17.9889 14.6042 0.23 0.36 0.40 0.30
C 25.1637 -7.0966 11.8419 0.58 -0.49 -1.44 -0.18
C 23.6650 -7.1297 11.5301 0.63 1.47 0.84 -0.33
O 23.5223 -7.4940 10.1675 0.09 0.10 -1.10 -0.31
S 24.6622 -6.7695 9.2597 1.30 0.16 1.19 1.10
O 24.3989 -5.3579 9.0720 0.05 -1.88 0.32 -0.51
O 25.0116 -7.5887 8.1157 -0.64 1.07 2.26 -0.51
O 25.7969 -6.8968 10.5281 -0.99 -0.26 -1.23 -0.36
H 25.4654 -8.0455 12.2853 0.48 0.02 -0.32 0.24
H 25.5258 -6.2596 12.4389 -0.49 -0.11 0.17 0.25
H 23.3929 -6.0871 11.6948 -0.96 -0.09 -0.26 0.28
H 23.1122 -7.8054 12.1828 -0.04 0.02 -0.43 0.33
C 27.3255 -8.3564 19.1946 -1.26 -1.75 1.77 -0.24
C 26.1555 -9.0282 20.0752 2.04 -1.90 -0.97 -0.28
O 25.0438 -8.3028 19.8195 -2.73 3.69 -0.98 -0.32
S 25.3313 -6.7408 19.2596 -0.60 -0.59 -1.12 1.07
O 24.8427 -5.7025 20.1701 1.72 -2.50 -1.44 -0.51
O 24.8923 -6.6374 17.8586 0.97 -0.49 2.87 -0.51
O 26.9579 -7.0237 19.2986 -0.96 3.01 0.06 -0.32
H 27.3735 -8.6767 18.1538 -0.28 -0.15 0.07 0.28
H 28.2804 -8.5294 19.6910 -0.02 0.35 -0.11 0.28
H 26.2921 -9.1255 21.1522 0.72 0.49 0.03 0.29
H 25.9023 -10.0301 19.7286 0.42 -0.16 -0.17 0.25


Entry 2:
15
Properties=species:S:1:pos:R:3:forces:R:3:mulliken_charge:R:1 method="wB97M-V/def2-TZVPD" fmax_ev_per_a=5.374 e_homo_ev=-8.05 e_above_lowest_kcal_mol=136.0 lumo_energy_ev=0.497 energy_ev=-10877.7178
H -2.6306 -1.2281 0.3367 -1.74 0.61 0.33 0.22
N -1.6986 -1.5321 0.3235 2.40 -0.35 -0.15 -0.70
C -0.8731 -0.5916 0.1967 1.64 3.01 -0.59 0.72
C -1.0952 0.9661 -0.0688 -4.04 -3.36 -1.11 -0.55
O -2.4698 1.3695 0.1211 0.64 -0.19 0.28 -0.53
C 0.6307 -0.8068 -0.1815 -1.56 -1.43 -0.39 -0.69
C 1.8217 -0.0341 0.2050 3.81 -0.68 0.36 0.49
C 3.1412 0.1085 0.2100 -4.34 -1.31 -0.43 -0.40
O 2.1851 1.2464 0.6219 -0.47 1.17 0.46 -0.51
H -0.9288 1.0052 -1.1469 0.68 0.52 0.05 0.31
H -0.5030 1.5626 0.5226 1.56 1.32 1.12 0.38
H -3.0392 0.6222 -0.1067 0.12 0.28 -0.05 0.26
H 0.6124 -0.5700 -1.2468 -0.22 -0.21 -0.38 0.30
H 0.7131 -1.9029 -0.1456 0.88 0.36 0.21 0.35
H 4.1342 -0.2148 0.3587 0.64 0.26 0.28 0.35


Entry 3:
9
Properties=species:S:1:pos:R:3:forces:R:3:mulliken_charge:R:1 method="wB97M-V/def2-TZVPD" fmax_ev_per_a=4.698 e_homo_ev="-8.92 / -8.92" e_above_lowest_kcal_mol=125.0 lumo_energy_ev="-2.346 / -2.344" energy_ev=-27541.0782
C 0.6234 0.0452 -0.3252 -1.01 -0.93 0.14 0.20
C -0.4612 0.4078 0.2529 -3.59 0.11 0.55 -0.47
C 1.9414 0.1996 0.2084 4.37 0.67 -1.59 -0.27
F -3.9350 -0.4477 0.4858 0.51 -0.17 -0.66 -0.24
S 3.1742 -0.7689 -0.3976 -1.66 1.04 1.17 -0.16
S -3.0075 -0.8070 -0.8428 1.41 1.11 1.42 0.00
H 0.3953 -0.6553 -1.1164 0.74 -0.15 -0.48 0.29
H -1.0651 0.8649 1.0409 0.58 -0.12 -0.45 0.34
H 2.3343 1.1613 0.6940 -1.33 -1.57 -0.09 0.31


Entry 4:
86
Properties=species:S:1:pos:R:3:forces:R:3:mulliken_charge:R:1 method="wB97M-V/def2-TZVPD" fmax_ev_per_a=2.867 charge=+2 e_homo_ev="-14.16 / -14.22" lumo_energy_ev="-8.850 / -8.410" energy_ev=-148270.1301
Pt -0.1904 0.0078 -0.1875 0.01 -1.84 0.54 1.75
Cl -2.0970 -5.2009 -1.1238 -0.13 0.57 -0.26 -0.06
C -2.5633 -3.6885 -1.9590 -0.95 -1.40 -0.70 0.64
Cl -4.3473 -3.5094 -2.0079 0.67 -0.10 0.01 -0.05
Cl -1.9029 -3.6696 -3.6178 -0.21 0.06 0.47 -0.05
C -2.0653 -2.5778 -1.2040 0.36 1.21 0.96 -0.31
N -1.7577 -1.6933 -0.5389 0.27 0.50 -0.48 -0.57
C -0.1309 -5.0409 2.4293 0.13 0.18 0.14 -1.43
C -0.1699 -3.5761 2.8447 -0.23 -0.15 -0.21 0.33
C -1.5159 -2.9364 2.5268 0.35 -0.04 0.07 -0.15
C -1.5966 -1.4712 2.9072 0.35 0.33 -0.60 -1.09
Ge -0.1963 -0.1321 2.3085 0.35 -0.65 1.43 0.22
C 1.7394 -0.1904 2.9028 -0.56 -0.12 -0.52 -0.69
C 1.9469 0.1825 4.3646 -0.17 -0.13 0.15 -1.10
C 1.6125 -0.9643 5.3117 -0.01 0.18 0.11 0.27
C 2.0717 -0.7074 6.7416 -0.15 -0.09 -0.15 -1.56
H 0.8235 -5.4893 2.6947 0.04 -0.12 -0.03 0.42
H -0.2784 -5.1432 1.3544 0.00 -0.04 -0.09 0.19
H -0.9160 -5.5989 2.9314 -0.09 -0.13 0.04 0.38
H 0.6138 -3.0290 2.3099 0.12 0.06 0.07 -0.06
H 0.0325 -3.4902 3.9139 0.08 0.08 0.02 0.27
H -2.3015 -3.4676 3.0722 -0.03 -0.02 -0.06 0.60
H -1.7319 -3.0590 1.4635 -0.02 -0.07 0.06 -0.40
H -1.5547 -1.3665 3.9936 0.12 0.18 0.11 0.72
H -2.5598 -1.0722 2.5903 -0.01 0.22 0.04 0.50
H -0.7271 1.1817 2.9142 -0.04 0.18 -0.42 -0.24
H 2.2856 0.5107 2.2678 -0.10 0.04 -0.15 0.44
H 2.1430 -1.1841 2.7148 0.01 -0.02 -0.01 0.60
H 1.3547 1.0647 4.6249 0.10 0.08 0.07 0.34
H 3.0001 0.4499 4.4910 -0.04 0.07 -0.01 0.56
H 2.0886 -1.8800 4.9498 -0.08 -0.03 -0.08 0.26
H 0.5282 -1.1233 5.3019 0.01 -0.16 0.00 0.03
H 3.1493 -0.5632 6.7837 0.08 0.00 0.02 0.36
H 1.8148 -1.5567 7.3689 0.04 -0.03 0.14 0.41
H 1.5942 0.1750 7.1581 -0.05 0.13 0.07 0.36
C -3.2910 1.8550 1.4370 -0.03 0.01 0.04 -1.57
C -3.1875 2.1709 -0.0438 1.34 -0.98 -0.27 2.64
C -3.7638 3.5396 -0.3474 0.28 0.15 -0.07 -1.68
C -3.9328 1.0854 -0.8059 -0.15 0.07 0.05 -1.93
Si -1.2296 2.0849 -0.6559 -1.08 2.58 -0.63 -2.24
C -1.0566 1.8976 -2.6534 0.21 -0.24 0.82 2.06
C 0.4206 2.0527 -3.0288 -0.09 0.02 0.20 -1.74
C -1.8944 2.9118 -3.4253 -0.07 0.02 0.31 -1.84
C -1.4801 0.4888 -3.0848 -0.04 0.11 0.21 -1.21
C -0.1765 3.6399 0.1478 -0.36 -1.54 -0.50 2.65
C 1.2936 3.2388 0.1823 0.00 0.13 -0.01 -1.63
C -0.3765 4.8535 -0.7440 -0.06 -0.01 -0.14 -1.66
C -0.6191 3.9640 1.5635 -0.06 -0.09 0.00 -1.77
H -4.3461 1.7740 1.7011 -0.11 -0.04 0.07 0.61
H -2.8613 2.6285 2.0623 0.13 0.01 0.13 0.26
H -2.8141 0.9010 1.6592 -0.09 -0.03 0.14 -0.08
H -4.8257 3.5190 -0.0996 -0.16 -0.04 0.02 0.55
H -3.6760 3.8114 -1.3955 -0.02 0.09 -0.11 0.32
H -3.3098 4.3135 0.2633 0.03 0.15 0.01 0.34
H -4.9414 1.0067 -0.4020 -0.19 -0.02 0.03 0.66
H -3.4533 0.1181 -0.6770 -0.07 -0.15 -0.07 0.32
H -4.0280 1.3116 -1.8614 0.00 -0.01 -0.20 0.33
H 0.7655 3.0734 -2.8955 0.15 0.06 0.05 0.39
H 0.5563 1.7999 -4.0804 0.02 -0.03 -0.13 0.54
H 1.0443 1.3801 -2.4329 0.17 0.04 -0.09 0.18
H -1.6555 3.9364 -3.1617 -0.01 0.19 0.02 0.35
H -2.9579 2.7458 -3.2789 -0.15 0.06 0.00 0.37
H -1.6928 2.7905 -4.4891 0.07 -0.04 -0.17 0.56
H -0.8848 -0.2663 -2.5688 -0.01 -0.15 -0.19 -0.36
H -1.3070 0.3785 -4.1546 0.07 -0.02 -0.19 0.71
H -2.5313 0.2965 -2.9038 -0.13 -0.11 0.05 0.10
H 1.6992 3.0579 -0.8055 0.11 -0.11 -0.19 0.27
H 1.4441 2.3501 0.7957 0.13 -0.11 0.13 0.29
H 1.8666 4.0535 0.6226 0.17 0.06 0.11 0.61
H 0.0429 4.7093 -1.7344 0.01 0.04 -0.16 0.32
H 0.1405 5.7009 -0.2925 0.10 0.10 0.07 0.58
H -1.4220 5.1346 -0.8345 -0.13 0.05 -0.07 0.31
H -0.5606 3.0940 2.2119 -0.06 0.01 0.13 0.23
H -1.6206 4.3798 1.5994 -0.14 0.00 0.07 0.34
H 0.0541 4.7166 1.9738 0.10 0.12 0.02 0.63
S 1.9568 -1.2134 0.0060 -0.02 0.96 1.01 -0.47
C 1.8697 -2.0970 -1.4110 -0.06 -0.41 -0.78 -0.01
N 2.6783 -3.1910 -1.5867 -0.34 0.63 0.20 0.08
C 2.7006 -3.8562 -2.7552 -0.23 -0.08 -0.58 -0.16
C 1.8855 -3.4471 -3.7758 -0.01 0.12 0.21 -1.09
C 1.0363 -2.3521 -3.5194 0.48 -0.64 -0.32 -0.03
N 1.0240 -1.7181 -2.3750 0.13 0.10 0.28 0.06
H 3.2825 -3.4777 -0.8220 -0.04 0.06 -0.08 0.28
H 3.3719 -4.6988 -2.8368 0.04 -0.01 0.08 0.46
H 1.8889 -3.9560 -4.7238 0.01 -0.04 -0.09 0.44
H 0.3525 -1.9872 -4.2703 -0.06 0.03 -0.16 0.74


Entry 5:
34
Properties=species:S:1:pos:R:3:forces:R:3:mulliken_spin:R:1 method="wB97M-V/def2-TZVPD" fmax_ev_per_a=3.912 charge=-1 e_homo_ev="-1.90 / -3.43" e_above_lowest_kcal_mol=0.0 multiplicity=2 lumo_energy_ev="2.806 / 2.804" energy_ev=-62842.2162
Ti -1.2328 -0.1676 0.4114 0.52 3.42 -0.69 1.02
Cl -2.5971 -0.3844 -1.3785 -1.06 -0.01 -1.35 0.03
Cl -1.3911 0.4525 2.6471 -0.09 0.66 1.58 0.01
C -1.4619 -1.9386 1.0168 0.40 -2.92 0.45 -0.06
H -1.4778 -2.1926 2.0619 -0.24 -0.31 0.39 0.01
H -2.0389 -2.6078 0.3825 -0.24 -0.33 0.25 0.01
C 0.6109 -0.7446 0.0401 1.53 2.48 -1.50 -0.03
C 0.0557 -2.0018 0.4959 -0.68 -3.80 0.66 0.01
H 0.7788 0.0207 0.8784 0.06 -0.91 -0.31 -0.01
C 0.0591 -3.1113 -0.6450 -0.22 0.88 0.49 0.00
H 0.7337 -2.3689 1.2952 -0.53 -0.26 0.18 0.00
C 1.3746 -3.2625 -1.3647 0.24 0.18 -0.33 0.00
H -0.2681 -4.0790 -0.2499 0.09 0.18 0.26 0.00
H -0.7144 -2.8209 -1.3572 -0.06 0.16 -0.13 0.01
C 1.9059 -1.9127 -1.8703 0.27 0.13 0.32 0.00
H 2.1101 -3.7105 -0.6868 0.10 0.06 0.00 0.00
H 1.2580 -3.9563 -2.2059 0.07 -0.02 0.03 0.00
C 1.9162 -0.8997 -0.7081 0.21 0.34 0.22 0.01
H 2.9414 -2.0611 -2.2275 -0.30 0.16 0.00 0.00
H 1.3153 -1.5401 -2.7194 -0.04 -0.08 0.26 0.00
H 2.6397 -1.2814 0.0370 0.26 -0.04 -0.19 0.00
H 2.2846 0.1030 -0.9992 -0.07 -0.47 -0.18 0.00
C 0.7941 2.9407 1.6355 0.18 -0.25 0.07 0.01
C -0.4024 3.0745 0.7734 -0.97 -0.62 -0.54 0.00
N -1.1356 2.1421 0.1791 -0.25 0.89 -0.45 -0.01
C -2.1822 2.7991 -0.4869 1.05 0.17 0.75 0.01
C -2.0577 4.1377 -0.2693 0.10 -0.60 0.09 0.00
N -0.9313 4.2909 0.5285 -0.50 0.40 -0.41 0.00
H 1.5360 3.6816 1.3213 0.06 -0.10 0.09 0.00
H 0.5217 3.1227 2.6822 0.08 -0.15 -0.18 0.00
H 1.2201 1.9366 1.5508 -0.13 0.28 0.08 0.00
H -2.9249 2.2436 -1.0433 0.20 0.05 0.07 -0.01
H -2.6749 4.9406 -0.6058 -0.03 0.40 0.01 0.00
H -0.5649 5.1556 0.8810 -0.01 0.04 -0.02 0.00


Entry 6:
12
Properties=species:S:1:pos:R:3:forces:R:3:mulliken_charge:R:1 method="wB97M-V/def2-TZVPD" fmax_ev_per_a=5.483 charge=+2 e_homo_ev=-21.39 e_above_lowest_kcal_mol=0.0 lumo_energy_ev=-11.091 energy_ev=-14802.3198
F -0.3060 -2.9957 0.3977 -1.00 -1.48 2.94 -0.41
Bi 0.0241 -1.9414 -1.0767 3.47 -1.18 -4.08 1.77
O -1.4986 -0.5567 -1.0680 -0.82 1.53 3.10 -0.54
H -1.8509 -0.0717 -1.8214 -0.43 0.52 -0.38 0.43
C 1.4323 0.7598 0.5938 1.24 1.45 0.84 -0.53
O 0.4195 -0.0953 0.0817 -1.09 -1.85 -1.02 -0.34
C -0.9043 0.3397 0.0544 -0.93 2.27 -1.20 0.00
H 1.1218 1.0705 1.5999 0.33 -0.09 -0.21 0.29
H 2.3597 0.1824 0.6140 -0.23 0.12 0.15 0.28
H 1.5430 1.6251 -0.0712 -0.06 -0.20 0.16 0.34
H -1.3402 0.3339 1.0605 -0.67 -0.98 -0.49 0.34
H -1.0005 1.3493 -0.3645 0.17 -0.11 0.18 0.38